1.
{"formula": "C34H39IN5O6PW", "method": "ωB97M-V/def2-TZVPD", "de_lowest_kcal_mol": 117.8, "total_charge": 4, "e_homo_ev": -19.30, "orbital_gap_ev": 5.475, "elements": ["W", "O", "C", "C", "N", "C", "C", "O", "O", "C", "C", "O", "O", "H", "H", "H", "H", "H", "H", "H", "H", "H", "N", "P", "C", "C", "C", "C", "C", "C", "C", "C", "C", "C", "C", "C", "C", "C", "C", "C", "C", "N", "H", "H", "H", "H", "H", "H", "H", "H", "H", "H", "H", "H", "H", "H", "H", "I", "C", "C", "C", "C", "C", "N", "H", "H", "H", "H", "O", "C", "C", "C", "C", "C", "C", "N", "H", "H", "H", "H", "H", "H", "H", "H", "H", "H", "H"], "coordinates": [[0.059, -0.623, -0.524], [2.241, -1.282, 0.234], [3.375, -1.785, -0.539], [3.307, -1.126, -1.887], [1.914, -1.199, -2.372], [1.554, -2.576, -2.746], [0.963, -3.332, -1.601], [0.997, -4.463, -1.318], [0.182, -2.430, -0.812], [1.636, -0.298, -3.484], [0.203, 0.195, -3.416], [-0.311, 0.967, -4.128], [-0.471, -0.397, -2.316], [2.260, -1.640, 1.136], [4.297, -1.507, -0.029], [3.318, -2.873, -0.587], [3.599, -0.082, -1.838], [3.988, -1.622, -2.584], [0.786, -2.555, -3.522], [2.410, -3.129, -3.135], [2.279, 0.580, -3.446], [1.786, -0.778, -4.453], [1.328, -0.768, 2.779], [0.890, 0.606, 1.912], [-0.414, 1.483, 2.727], [-0.035, 2.401, 3.719], [-1.016, 3.030, 4.467], [-2.359, 2.755, 4.232], [-2.734, 1.848, 3.247], [-1.765, 1.211, 2.490], [2.373, 1.588, 1.807], [3.622, 1.144, 2.008], [4.767, 1.595, 1.200], [4.711, 2.105, -0.045], [3.495, 2.550, -0.841], [2.002, 2.511, 0.702], [0.393, -1.797, 2.713], [0.254, -2.700, 3.761], [-0.654, -3.722, 3.641], [-1.391, -3.826, 2.459], [-1.186, -2.903, 1.473], [-0.314, -1.864, 1.573], [1.717, -0.600, 3.702], [1.009, 2.630, 3.902], [-0.734, 3.740, 5.234], [-3.118, 3.253, 4.822], [-3.783, 1.642, 3.080], [-2.064, 0.496, 1.735], [3.823, 0.347, 2.718], [5.752, 1.406, 1.611], [5.660, 2.324, -0.524], [3.741, 2.802, -1.868], [0.951, 2.789, 0.808], [0.858, -2.581, 4.652], [-0.786, -4.438, 4.442], [-2.098, -4.628, 2.303], [-1.702, -3.026, 0.542], [-1.759, 2.352, -1.331], [0.298, 2.454, -1.414], [0.798, 3.813, -1.563], [1.852, 4.355, -0.925], [2.780, 3.649, 0.014], [2.297, 1.602, -0.517], [0.990, 1.385, -1.149], [0.179, 4.454, -2.179], [2.063, 5.399, -1.135], [3.411, 4.314, 0.593], [2.658, 0.635, -0.246], [-1.875, -0.796, -0.290], [-2.906, -1.475, -0.740], [-2.921, -2.292, -1.987], [-4.051, -1.649, -2.856], [-4.247, -0.121, -2.653], [-5.164, 0.348, -1.495], [-4.619, 0.109, -0.076], [-4.051, -1.272, -0.145], [-3.119, -3.345, -1.765], [-1.958, -2.231, -2.481], [-4.992, -2.173, -2.676], [-3.801, -1.844, -3.897], [-4.687, 0.268, -3.570], [-3.262, 0.362, -2.589], [-6.129, -0.159, -1.581], [-5.381, 1.413, -1.608], [-5.389, 0.138, 0.690], [-3.817, 0.783, 0.219], [-4.760, -1.927, -0.464]], "lowdin_charge": [1.98, -0.22, -0.09, -0.10, -0.15, -0.02, -0.42, 0.28, -0.26, -0.04, -0.48, 0.22, -0.32, 0.10, 0.16, 0.15, 0.12, 0.17, 0.17, 0.18, 0.15, 0.17, -0.08, 1.06, -0.35, -0.05, -0.01, 0.00, -0.04, -0.11, -0.28, -0.02, -0.02, 0.02, -0.12, -0.23, -0.36, 0.04, 0.03, 0.01, -0.09, 0.00, 0.15, 0.12, 0.13, 0.14, 0.12, 0.06, 0.12, 0.13, 0.14, 0.16, 0.13, 0.14, 0.15, 0.14, 0.10, 1.36, -0.70, -0.09, 0.06, -0.12, -0.27, -0.10, 0.12, 0.16, 0.17, 0.07, -0.26, -0.38, -0.06, -0.11, -0.17, -0.14, -0.10, 0.16, 0.16, 0.10, 0.13, 0.13, 0.14, 0.03, 0.14, 0.13, 0.14, 0.06, 0.18]}

=====

2.
{"formula": "C34H39N3O14", "method": "ωB97M-V/def2-TZVPD", "de_lowest_kcal_mol": 0.0, "e_homo_ev": -9.88, "smiles": "O=[N+]([O-])c1ccccc1.O=[N+]([O-])c1ccccc1.O=[N+]([O-])c1ccccc1.O=C1CCCO1.O=C1CCCO1.O=C1CCCO1.O=C1CCCO1", "orbital_gap_ev": 9.000, "elements": ["O", "N", "O", "C", "C", "C", "C", "C", "C", "H", "H", "H", "H", "H", "O", "N", "O", "C", "C", "C", "C", "C", "C", "H", "H", "H", "H", "H", "O", "N", "O", "C", "C", "C", "C", "C", "C", "H", "H", "H", "H", "H", "O", "C", "C", "C", "C", "O", "H", "H", "H", "H", "H", "H", "O", "C", "C", "C", "C", "O", "H", "H", "H", "H", "H", "H", "O", "C", "C", "C", "C", "O", "H", "H", "H", "H", "H", "H", "O", "C", "C", "C", "C", "O", "H", "H", "H", "H", "H", "H"], "coordinates": [[3.235, -3.789, 4.490], [3.550, -2.603, 4.345], [4.487, -2.223, 3.647], [2.728, -1.636, 5.011], [1.845, -2.094, 5.984], [0.951, -1.232, 6.486], [0.880, 0.080, 5.984], [1.713, 0.537, 5.032], [2.764, -0.312, 4.668], [1.808, -3.144, 6.320], [0.272, -1.586, 7.245], [0.001, 0.662, 6.305], [1.639, 1.567, 4.696], [3.529, 0.010, 3.956], [-1.763, -0.205, 3.023], [-0.828, 0.158, 2.361], [-0.562, 1.333, 2.180], [0.008, -0.875, 1.740], [1.200, -0.434, 1.199], [2.084, -1.343, 0.602], [1.736, -2.701, 0.568], [0.568, -3.059, 1.162], [-0.287, -2.240, 1.843], [1.385, 0.614, 1.224], [3.048, -0.958, 0.156], [2.384, -3.431, 0.171], [0.398, -4.162, 1.242], [-1.149, -2.626, 2.349], [2.916, 0.932, -2.299], [2.824, 0.477, -3.435], [3.345, -0.568, -3.738], [1.956, 1.202, -4.383], [1.814, 0.660, -5.659], [0.985, 1.348, -6.538], [0.310, 2.479, -6.079], [0.355, 2.930, -4.798], [1.185, 2.262, -3.885], [2.551, -0.132, -5.880], [0.990, 1.020, -7.610], [-0.290, 2.980, -6.808], [-0.209, 3.792, -4.478], [1.381, 2.598, -2.894], [-3.509, 4.490, 1.425], [-3.341, 3.993, 2.519], [-3.524, 2.549, 2.913], [-3.170, 2.504, 4.358], [-2.318, 3.802, 4.480], [-2.697, 4.740, 3.475], [-4.516, 2.135, 2.616], [-2.786, 2.006, 2.292], [-4.022, 2.534, 5.088], [-2.553, 1.645, 4.695], [-2.369, 4.382, 5.433], [-1.251, 3.570, 4.452], [-0.572, -3.275, -3.035], [-0.854, -2.225, -2.534], [-0.084, -0.883, -2.628], [-1.178, 0.085, -2.188], [-1.971, -0.730, -1.187], [-1.976, -2.060, -1.760], [0.782, -0.944, -1.971], [0.185, -0.802, -3.659], [-0.684, 1.051, -1.804], [-1.792, 0.276, -3.085], [-1.455, -0.832, -0.212], [-2.979, -0.347, -1.044], [1.038, 5.463, -2.499], [0.107, 5.471, -1.721], [0.051, 6.152, -0.375], [-1.188, 5.626, 0.173], [-2.031, 5.415, -1.068], [-1.059, 4.870, -1.980], [1.010, 5.937, 0.160], [-0.051, 7.187, -0.687], [-1.135, 4.644, 0.666], [-1.715, 6.261, 0.949], [-2.805, 4.634, -0.919], [-2.407, 6.358, -1.444], [1.648, -6.108, -0.861], [0.863, -6.441, -1.740], [0.834, -6.006, -3.207], [-0.162, -7.004, -3.890], [-0.899, -7.687, -2.749], [-0.102, -7.359, -1.577], [0.406, -5.010, -3.090], [1.802, -5.984, -3.722], [-0.830, -6.612, -4.630], [0.438, -7.734, -4.450], [-1.896, -7.237, -2.616], [-1.017, -8.788, -2.868]], "lowdin_charge": [0.07, -0.33, 0.07, -0.17, -0.02, -0.07, -0.08, -0.08, 0.01, 0.14, 0.11, 0.12, 0.12, 0.13, 0.09, -0.34, 0.05, -0.18, -0.02, -0.04, -0.05, -0.08, 0.01, 0.11, 0.13, 0.10, 0.14, 0.12, 0.04, -0.36, 0.08, -0.16, -0.02, -0.06, -0.09, -0.05, 0.01, 0.13, 0.12, 0.10, 0.10, 0.10, 0.08, -0.44, -0.10, -0.15, -0.17, 0.03, 0.15, 0.10, 0.13, 0.10, 0.13, 0.11, 0.11, -0.43, -0.07, -0.15, -0.14, 0.02, 0.11, 0.11, 0.14, 0.13, 0.10, 0.13, 0.10, -0.50, -0.09, -0.21, -0.14, 0.02, 0.15, 0.14, 0.12, 0.14, 0.13, 0.13, 0.08, -0.46, -0.05, -0.15, -0.14, 0.01, 0.08, 0.13, 0.10, 0.11, 0.12, 0.13]}

=====

3.
{"formula": "C34H39N5O15P3", "method": "ωB97M-V/def2-TZVPD", "de_lowest_kcal_mol": 0.3, "total_charge": -1, "e_homo_ev": -4.05, "orbital_gap_ev": 4.283, "elements": ["C", "C", "C", "O", "P", "O", "C", "P", "P", "O", "O", "O", "H", "H", "H", "H", "H", "H", "H", "H", "H", "H", "H", "H", "H", "H", "C", "C", "C", "C", "C", "C", "N", "O", "O", "H", "H", "H", "H", "H", "C", "C", "C", "C", "C", "C", "N", "O", "O", "H", "H", "H", "H", "H", "C", "C", "C", "C", "C", "C", "N", "O", "O", "H", "H", "H", "H", "H", "C", "C", "C", "C", "C", "C", "N", "O", "O", "H", "H", "H", "H", "H", "C", "C", "C", "C", "C", "C", "N", "O", "O", "H", "H", "H", "H", "H"], "coordinates": [[-3.673, -2.326, -0.792], [-3.196, -0.903, -0.758], [-2.335, -0.666, -1.953], [-2.935, -1.007, -3.118], [-1.858, -0.531, -4.483], [-1.653, 0.933, -3.539], [-1.776, 0.738, -2.187], [-0.096, 0.837, -1.426], [0.000, 2.948, -0.937], [-1.193, 3.664, -1.322], [1.313, 3.520, -1.515], [0.294, 3.150, 0.588], [-2.862, -2.929, -1.137], [-3.931, -2.692, 0.183], [-4.468, -2.443, -1.493], [-2.610, -0.768, 0.126], [-4.034, -0.235, -0.709], [-1.496, -1.341, -1.781], [-2.136, -1.806, -5.160], [-2.988, 0.069, -5.163], [-0.985, -0.144, -5.582], [-0.765, -1.182, -3.806], [-2.444, 1.492, -1.808], [-0.195, 0.259, -0.165], [1.209, 3.806, -2.421], [1.242, 3.347, 0.739], [5.642, -1.020, 3.508], [4.857, -1.455, 2.446], [4.045, -0.558, 1.760], [4.050, 0.758, 2.169], [4.805, 1.207, 3.230], [5.608, 0.309, 3.896], [3.253, 1.771, 1.440], [2.598, 1.457, 0.463], [3.339, 2.924, 1.841], [6.288, -1.715, 4.024], [4.881, -2.490, 2.138], [3.435, -0.874, 0.928], [4.774, 2.247, 3.512], [6.219, 0.650, 4.720], [9.585, -0.800, 8.652], [8.636, 0.104, 8.195], [7.469, -0.352, 7.611], [7.278, -1.712, 7.500], [8.204, -2.631, 7.942], [9.369, -2.164, 8.522], [6.023, -2.202, 6.888], [5.242, -1.366, 6.477], [5.866, -3.411, 6.825], [10.494, -0.440, 9.112], [8.803, 1.166, 8.295], [6.718, 0.333, 7.251], [8.015, -3.687, 7.832], [10.108, -2.868, 8.876], [-2.172, 6.290, -7.620], [-0.849, 6.657, -7.417], [-0.066, 5.960, -6.515], [-0.634, 4.905, -5.837], [-1.944, 4.520, -6.012], [-2.717, 5.226, -6.916], [0.186, 4.134, -4.881], [1.347, 4.503, -4.705], [-0.360, 3.205, -4.323], [-2.779, 6.835, -8.329], [-0.424, 7.487, -7.964], [0.964, 6.225, -6.339], [-2.341, 3.686, -5.453], [-3.748, 4.941, -7.071], [-5.639, 1.816, -2.712], [-6.493, 0.796, -2.327], [-7.845, 1.036, -2.163], [-8.318, 2.311, -2.399], [-7.490, 3.349, -2.773], [-6.139, 3.093, -2.923], [-9.761, 2.575, -2.248], [-10.479, 1.653, -1.893], [-10.166, 3.703, -2.486], [-4.582, 1.622, -2.849], [-6.101, -0.194, -2.144], [-8.520, 0.254, -1.855], [-7.896, 4.333, -2.940], [-5.472, 3.892, -3.214], [-0.775, -8.218, 3.120], [-1.387, -8.298, 1.879], [-1.428, -7.190, 1.054], [-0.843, -6.022, 1.492], [-0.232, -5.913, 2.721], [-0.202, -7.026, 3.542], [-0.887, -4.843, 0.596], [-1.492, -4.986, -0.445], [-0.340, -3.819, 0.978], [-0.744, -9.087, 3.763], [-1.837, -9.225, 1.551], [-1.902, -7.225, 0.086], [0.204, -4.976, 3.031], [0.268, -6.956, 4.507]], "lowdin_charge": [-0.10, -0.21, -0.57, -0.32, 0.42, -0.42, -0.64, 0.92, 0.14, -0.30, -0.15, -0.17, 0.05, 0.06, 0.06, 0.10, 0.09, 0.10, -0.06, -0.04, -0.06, -0.02, 0.09, -0.09, 0.04, 0.05, -0.08, -0.05, 0.01, -0.14, 0.00, -0.08, -0.31, 0.06, 0.06, 0.10, 0.11, 0.13, 0.12, 0.10, -0.07, -0.06, -0.01, -0.15, 0.00, -0.07, -0.34, 0.07, 0.08, 0.11, 0.11, 0.12, 0.12, 0.11, -0.08, -0.08, -0.01, -0.14, 0.02, -0.06, -0.31, 0.05, 0.09, 0.10, 0.10, 0.11, 0.13, 0.11, -0.03, -0.05, -0.01, -0.16, -0.01, -0.05, -0.35, 0.06, 0.05, 0.11, 0.11, 0.11, 0.11, 0.11, -0.08, -0.07, 0.00, -0.14, -0.01, -0.07, -0.34, 0.09, 0.08, 0.10, 0.11, 0.12, 0.12, 0.10]}